# 1
Here is an isolated molecule of C7H9N5O at a distorted geometry from the OMol25 dataset. Energies are from ωB97M-V/def2-TZVPD.

Energy above the lowest of the compared OMol25 structures with the same formula, charge and spin ... 460.7 kJ/mol
Multiplicity ... 3
Electronic energy ... -16893.065 eV

```
22
Properties=species:S:1:pos:R:3:lowdin_charge:R:1
C -2.250 -1.764 0.592 -0.02
C -1.420 -0.590 0.788 -0.01
C -1.927 -2.275 -0.637 -0.04
C -0.759 -0.506 -0.355 -0.38
C 1.775 -2.005 0.585 -0.06
C 1.474 2.543 -0.285 -0.16
C 0.377 0.279 -0.621 -0.20
N 2.496 -0.123 -0.478 -0.02
N 1.412 -0.829 -0.036 -0.07
N 3.115 -1.894 0.469 -0.04
N 3.512 -0.763 -0.210 0.01
N 0.645 1.474 0.135 -0.06
O -0.907 -1.532 -1.212 0.03
H -3.155 -1.990 1.174 0.12
H -1.000 -0.142 1.670 0.11
H -2.401 -3.083 -1.129 0.11
H 2.509 2.585 0.130 0.08
H 1.773 2.467 -1.313 0.07
H 0.961 3.559 -0.156 0.10
H 0.601 0.141 -1.652 0.15
H 0.476 1.443 1.176 0.15
H 3.878 -2.500 0.719 0.12
```

# 2
Here is a structure of composition C46H50N3O31PY at a distorted geometry from the OMol25 dataset. Energies are from ωB97M-V/def2-TZVPD.

Energy above the lowest of the compared OMol25 structures with the same formula, charge and spin ... 89.6 kJ/mol
Total charge ... +1
Electronic energy ... -126762.991 eV

```
132
Properties=species:S:1:pos:R:3:lowdin_charge:R:1
C 6.226 -20.392 -9.878 -0.02
C 4.928 -20.889 -9.132 -0.24
C 5.039 -22.337 -8.586 -0.17
O 3.720 -22.755 -8.197 -0.18
C 3.789 -23.987 -7.591 -0.14
N 4.475 -19.878 -8.044 0.24
H 4.022 -20.268 -7.229 0.16
H 5.105 -19.392 -7.422 0.17
H 3.932 -19.205 -8.565 0.17
H 6.225 -20.786 -10.894 0.09
H 7.186 -20.584 -9.400 0.09
H 6.192 -19.338 -10.152 0.08
H 4.023 -20.996 -9.730 0.15
H 5.698 -22.400 -7.720 0.14
H 5.371 -22.931 -9.438 0.14
H 4.246 -24.072 -6.605 0.10
H 4.282 -24.697 -8.255 0.10
H 2.785 -24.391 -7.462 0.10
Y 3.269 -11.648 -1.364 1.15
P 5.315 -14.380 -3.645 -0.04
O 4.379 -14.793 -2.468 -0.21
O 5.995 -13.282 -2.799 -0.25
O 4.247 -13.471 -4.331 -0.24
O 5.987 -15.497 -4.472 -0.39
C 0.616 -15.365 2.962 -0.39
O 1.084 -14.556 2.183 -0.01
N 1.113 -16.536 3.248 -0.19
C 0.363 -17.498 4.137 -0.02
C 2.405 -17.018 2.910 -0.06
H -0.344 -15.322 3.500 0.14
H -0.721 -17.483 4.017 0.09
H 0.804 -17.494 5.134 0.09
H 0.548 -18.506 3.766 0.07
H 3.091 -16.995 3.757 0.10
H 2.327 -18.029 2.511 0.09
H 2.824 -16.252 2.258 0.09
C 3.203 -6.544 -4.912 -0.37
O 3.407 -7.405 -4.067 -0.02
N 2.839 -5.265 -4.797 -0.18
C 2.592 -4.431 -5.950 -0.06
C 2.471 -4.720 -3.448 -0.02
H 3.316 -6.793 -5.979 0.13
H 3.035 -3.446 -5.801 0.10
H 1.530 -4.383 -6.189 0.09
H 3.015 -4.966 -6.800 0.08
H 2.032 -5.331 -2.659 0.09
H 3.362 -4.258 -3.021 0.09
H 1.833 -3.847 -3.578 0.08
C 1.154 -13.201 -12.390 0.08
C 0.976 -11.873 -12.267 -0.21
C 0.838 -11.161 -10.970 -0.30
O 0.691 -9.973 -10.748 0.12
C 0.947 -12.061 -9.758 0.08
C 1.128 -13.386 -9.880 -0.26
C 1.332 -14.098 -11.194 -0.23
O 1.647 -15.337 -11.292 0.06
O 1.336 -14.199 -8.844 0.09
O 0.754 -11.121 -13.396 0.09
H 1.125 -13.695 -13.350 0.13
H 0.952 -11.621 -8.771 0.13
H 1.745 -13.681 -8.147 0.12
H 0.732 -10.175 -13.234 0.11
C 11.989 -8.279 -2.360 0.09
C 10.760 -8.646 -1.949 -0.23
C 10.082 -8.122 -0.745 -0.33
O 8.883 -8.269 -0.529 0.10
C 10.989 -7.352 0.143 0.08
C 12.281 -7.006 -0.245 -0.16
C 12.932 -7.503 -1.494 -0.33
O 14.072 -7.237 -1.740 0.16
O 13.114 -6.394 0.701 0.06
O 10.048 -9.459 -2.777 0.08
H 12.358 -8.627 -3.313 0.13
H 10.612 -7.160 1.136 0.12
H 12.893 -6.731 1.572 0.11
H 9.354 -9.992 -2.382 0.11
C 10.080 -13.711 3.798 0.06
C 9.086 -13.309 3.008 -0.22
C 7.671 -13.091 3.442 -0.32
O 6.681 -12.919 2.765 0.11
C 7.583 -13.066 4.932 0.08
C 8.632 -13.517 5.707 -0.19
C 9.982 -13.985 5.221 -0.30
O 10.888 -14.411 5.950 0.11
O 8.425 -13.589 7.064 0.08
O 9.331 -13.165 1.679 0.10
H 11.071 -13.745 3.370 0.14
H 6.703 -12.740 5.467 0.13
H 9.219 -13.950 7.467 0.10
H 8.515 -13.016 1.196 0.11
C -1.222 -20.765 -0.534 0.07
C -0.860 -22.080 -0.448 -0.20
C 0.452 -22.602 -0.953 -0.33
O 0.822 -23.758 -0.834 0.13
C 1.131 -21.599 -1.745 0.09
C 0.760 -20.258 -1.813 -0.19
C -0.472 -19.705 -1.209 -0.34
O -0.873 -18.544 -1.230 0.12
O 1.489 -19.346 -2.553 0.06
O -1.597 -23.065 0.138 0.10
H -2.223 -20.489 -0.238 0.13
H 2.070 -21.837 -2.222 0.13
H 1.711 -18.585 -2.012 0.12
H -1.137 -23.901 0.242 0.11
C 12.004 -14.893 -6.155 0.08
C 11.661 -15.115 -7.445 -0.28
C 12.591 -15.381 -8.522 -0.29
O 12.262 -15.722 -9.671 0.12
C 13.985 -15.342 -8.029 0.08
C 14.403 -14.994 -6.810 -0.19
C 13.427 -14.689 -5.772 -0.35
O 13.586 -14.285 -4.656 0.13
O 15.743 -14.827 -6.393 0.07
O 10.392 -15.226 -7.758 0.11
H 11.187 -14.705 -5.474 0.13
H 14.811 -15.618 -8.668 0.14
H 15.889 -14.434 -5.529 0.11
H 9.875 -15.425 -6.975 0.12
C 7.769 -22.999 0.215 0.06
C 7.762 -22.195 1.252 -0.23
C 7.728 -20.696 1.129 -0.27
O 7.922 -19.906 2.079 0.09
C 7.520 -20.231 -0.290 0.08
C 7.445 -21.114 -1.352 -0.16
C 7.706 -22.598 -1.205 -0.29
O 7.852 -23.429 -2.102 0.12
O 7.446 -20.614 -2.663 0.05
O 7.784 -22.588 2.562 0.09
H 7.985 -24.025 0.476 0.14
H 7.491 -19.164 -0.452 0.12
H 7.301 -19.665 -2.668 0.10
H 7.806 -21.825 3.145 0.10
```

# 3
Here is an isolated molecule of C6H11P at a distorted geometry from the OMol25 dataset. Energies are from ωB97M-V/def2-TZVPD.

Energy above the lowest of the compared OMol25 structures with the same formula, charge and spin ... 252.0 kJ/mol
Multiplicity ... 3
Electronic energy ... -15681.354 eV

```
18
Properties=species:S:1:pos:R:3:lowdin_charge:R:1
C 1.387 1.077 -0.739 -0.18
C 0.373 0.550 -1.320 -0.07
C 1.682 0.648 0.647 -0.18
C 0.565 -0.438 0.896 -0.21
C -0.542 -0.260 -0.140 -0.67
C -1.073 -1.607 -0.687 -0.12
P -1.881 1.011 0.211 0.83
H 2.024 1.715 -1.192 0.07
H 0.073 0.787 -2.288 0.08
H 2.729 0.167 0.650 0.13
H 1.635 1.539 1.338 0.12
H 0.989 -1.461 0.686 0.12
H 0.140 -0.416 2.026 0.14
H -0.417 -2.042 -1.314 0.03
H -1.978 -1.344 -1.242 0.04
H -1.575 -2.256 0.137 0.11
H -1.374 1.888 1.147 -0.12
H -2.756 0.441 1.187 -0.09
```

# 4
Here is a cluster of 14 separate species, C5H41N3O13 in total at a distorted geometry from the OMol25 dataset. Energies are from ωB97M-V/def2-TZVPD.

Energy above the lowest of the compared OMol25 structures with the same formula, charge and spin ... 268.2 kJ/mol
Total charge ... +1
Multiplicity ... 2
Electronic energy ... -36929.443 eV

```
62
Properties=species:S:1:pos:R:3:lowdin_charge:R:1
N 0.889 -1.345 -1.073 0.06
C 0.512 -1.131 -2.472 -0.36
C 0.853 0.280 -3.094 -0.13
C 0.500 1.433 -2.177 -0.27
N 1.674 1.819 -1.419 0.01
C -0.847 -1.585 -2.903 -0.14
N -1.938 -0.991 -2.181 0.13
C -3.115 -1.792 -2.148 -0.04
H 1.515 -0.623 -0.742 0.05
H 0.104 -1.196 -0.411 0.04
H 1.223 -1.818 -3.025 0.16
H 0.217 0.396 -4.001 0.12
H 1.852 0.275 -3.469 0.10
H -0.162 1.009 -1.357 0.11
H 0.075 2.292 -2.703 0.11
H 2.465 2.022 -2.020 0.08
H 1.653 2.551 -0.732 0.05
H -1.156 -1.312 -3.951 0.18
H -0.859 -2.717 -2.967 0.17
H -1.692 -0.568 -1.277 0.09
H -3.016 -2.899 -2.066 0.13
H -3.875 -1.521 -1.376 0.12
H -3.758 -1.565 -3.015 0.13
H -0.046 4.341 3.082 0.10
H 0.861 4.068 1.965 0.04
O -0.076 4.244 2.107 -0.04
H 0.045 0.848 2.513 0.04
H -0.764 1.827 1.918 0.03
O -0.904 0.977 2.339 -0.03
H 0.423 -4.387 -0.227 0.03
H -0.291 -3.435 -1.058 -0.03
O -0.072 -4.374 -1.061 -0.06
H -2.252 1.844 -0.071 0.02
H -2.898 0.665 0.833 0.07
O -2.378 0.898 0.061 -0.07
H 1.726 1.117 4.842 0.05
H 2.262 0.053 3.617 -0.01
O 1.808 0.861 3.930 -0.07
H -2.031 4.507 0.065 0.06
H -1.358 3.611 1.168 -0.01
O -1.723 3.627 0.271 -0.06
H -2.921 2.158 -3.245 0.03
H -2.178 3.196 -2.622 0.02
O -3.077 3.092 -2.989 -0.06
H 3.152 -1.278 1.928 0.01
H 1.997 -2.058 2.747 0.02
O 2.651 -1.325 2.748 -0.07
H -2.160 -1.066 0.677 0.04
H -0.950 -0.359 1.253 0.04
O -1.226 -1.196 0.786 -0.10
H 3.795 -0.913 -0.636 0.06
H 2.788 -2.008 -0.028 0.05
O 3.337 -1.234 0.135 -0.05
H 2.438 1.958 2.112 0.01
H 3.082 2.156 0.799 0.04
O 2.581 2.660 1.456 -0.06
H 0.921 -2.592 4.599 0.07
H -0.626 -2.481 4.513 0.06
O 0.104 -3.092 4.347 -0.05
H 0.081 -1.999 1.643 -0.01
H 0.055 -3.202 2.339 0.09
O 0.713 -2.725 1.722 -0.10
```

# 5
Here is a structure of composition C17H12ClFeNO7S at a distorted geometry from the OMol25 dataset. Energies are from ωB97M-V/def2-TZVPD.

Multiplicity ... 5
Electronic energy ... -91380.154 eV

```
40
Properties=species:S:1:pos:R:3:lowdin_charge:R:1
O -5.860 -1.634 0.519 0.07
N -5.270 -0.528 0.583 -0.31
O -5.857 0.576 0.461 0.06
C -3.860 -0.521 0.814 -0.14
C -3.172 0.701 0.897 0.03
C -1.799 0.712 1.136 -0.03
C -1.116 -0.497 1.316 -0.26
S 0.684 -0.513 1.536 0.59
C 1.194 -0.600 -0.100 -0.68
Cl 2.753 -0.218 -0.503 0.76
O 1.040 0.746 2.144 -0.31
O 1.010 -1.768 2.181 -0.30
C -1.791 -1.715 1.199 -0.04
C -3.162 -1.732 0.959 0.03
H -3.726 1.624 0.765 0.12
H -1.265 1.656 1.183 0.12
H 0.728 -1.384 -0.689 0.06
H -1.249 -2.651 1.298 0.12
H -3.701 -2.669 0.877 0.12
O 10.480 2.149 1.748 0.16
C 9.393 1.991 1.359 -0.13
Fe 7.649 1.967 1.035 0.10
C 7.556 2.268 2.784 -0.11
O 7.656 2.572 3.903 0.16
C 7.751 3.699 0.767 -0.10
O 8.025 4.824 0.909 0.14
C 5.574 1.583 0.795 -0.22
C 5.564 1.886 -0.589 -0.15
C 6.667 1.742 -1.376 -0.12
C 7.917 1.284 -0.856 -0.23
C 8.059 0.107 -0.066 -0.13
C 7.071 -0.412 0.754 -0.09
C 6.178 0.459 1.396 -0.17
H 4.848 2.105 1.430 0.13
H 4.657 2.354 -0.989 0.11
H 6.650 2.096 -2.413 0.11
H 8.832 1.628 -1.356 0.13
H 9.008 -0.431 -0.169 0.13
H 7.154 -1.446 1.118 0.12
H 5.790 0.190 2.386 0.13
```

# 6
Here is a cluster of 2 separate species, C5H14 in total at a distorted geometry from the OMol25 dataset. Energies are from ωB97M-V/def2-TZVPD.

Energy above the lowest of the compared OMol25 structures with the same formula, charge and spin ... 114.2 kJ/mol
Total charge ... -1
Multiplicity ... 2
Electronic energy ... -5409.325 eV

```
19
Properties=species:S:1:pos:R:3:lowdin_charge:R:1
C 1.728 0.875 -0.987 -0.38
C 2.069 0.242 0.394 -0.33
C 0.550 0.084 -1.543 -0.23
H 2.633 0.798 -1.620 0.07
H 1.508 1.928 -0.965 0.06
H 1.774 0.746 1.311 0.01
H 1.898 -0.836 0.470 0.02
H 0.962 -0.918 -1.680 0.04
H 3.189 0.379 0.426 0.02
H 0.155 0.393 -2.542 0.05
H -0.374 -0.026 -0.938 0.02
C -2.161 -1.264 1.307 -0.27
C -2.045 0.186 0.744 -0.27
H -2.592 -1.838 0.509 0.03
H -1.236 -1.662 1.680 0.02
H -3.022 -1.283 2.020 0.05
H -2.766 0.342 -0.040 0.04
H -0.990 0.196 0.307 0.02
H -1.878 0.911 1.516 0.02
```

- What is the electronic energy in the second record?
  -126762.991 eV

- Among the records above, which one has the highest electronic energy?
  C5H14

- Which value of electronic energy does entry 5 give?
  -91380.154 eV